{"formula": "C6H14O2", "method": "ωB97M-V/def2-TZVPD", "smiles": "CC[C@H](C)CC=O.O", "spin_multiplicity": 1, "homo_energy_ev": -9.89, "e_above_lowest_kcal_mol": 35.6, "largest_force_ev_per_a": 1.84, "total_energy_ha": -387.45083, "orbital_gap_ev": 10.546, "lumo_ha": 0.0239, "symbols": ["C", "C", "C", "C", "C", "C", "O", "H", "H", "H", "H", "H", "H", "H", "H", "H", "H", "H", "H", "O", "H", "H"], "xyz": [[-1.57032, 0.34164, 1.89333], [-0.99661, -0.67985, 0.93059], [0.39589, -0.36967, 0.39782], [0.71200, 1.11213, 0.09138], [0.89953, -1.32285, -0.68365], [2.41855, -1.36919, -0.63974], [3.02471, -2.03368, 0.15876], [-2.18804, -0.00903, 2.67930], [-0.78040, 0.94582, 2.33481], [-2.18636, 1.05736, 1.33344], [-0.98982, -1.68044, 1.37948], [-1.68622, -0.95293, 0.11687], [0.99596, -0.49365, 1.28850], [-0.04937, 1.85233, -0.19413], [1.06046, 1.66721, 0.96832], [1.52359, 1.11277, -0.63450], [0.55169, -2.35214, -0.60691], [0.58704, -0.89393, -1.62424], [2.95587, -0.67254, -1.30072], [-1.52921, 1.61232, -3.03271], [-2.30854, 1.40712, -2.48954], [-0.84041, 1.72118, -2.36646]], "forces_ev_per_angstrom": [[0.3, 1.3, -1.2], [-0.8, -1.5, -0.6], [-0.2, 0.6, 1.4], [0.1, 0.7, 0.0], [0.5, 0.3, -0.2], [-0.3, 0.2, 0.5], [0.0, -0.1, -0.2], [-0.5, -0.8, 0.7], [0.1, -0.1, 0.2], [0.1, 0.0, 0.1], [0.6, 0.2, 0.5], [-0.1, 0.9, -0.2], [0.5, -0.6, 0.2], [-0.4, -0.9, -0.7], [0.4, -0.6, 0.1], [0.0, 0.5, -0.1], [-0.3, 0.1, 0.3], [-0.2, -0.1, -0.6], [0.2, 0.0, -0.3], [-0.3, -0.1, 0.6], [0.2, 0.1, -0.4], [0.1, 0.0, -0.1]]}